Record 1
A cluster of 9 separate species, C25H65Cl4O24P5 in total in a non-equilibrium geometry. Source: the Open Molecules 2025 dataset; level of theory: the ωB97M-V functional and the def2-TZVPD basis.

```
123
Properties=species:S:1:pos:R:3:lowdin_charge:R:1
C 0.1052 6.3894 6.0583 -0.09
O 0.0955 7.2054 4.8895 -0.23
P 1.3786 7.5283 3.9686 0.40
O 1.3055 8.7158 3.1020 -0.22
O 1.6110 6.1733 3.1309 -0.22
C 0.5459 5.7595 2.2873 -0.13
O 2.5902 7.4192 4.9958 -0.21
C 3.7874 8.0944 4.6574 -0.12
H 0.0468 7.0260 6.9425 0.09
H 1.0310 5.8143 6.0775 0.09
H -0.7850 5.7630 6.0428 0.09
H 0.7214 6.3052 1.3492 0.09
H -0.4742 5.9566 2.6244 0.09
H 0.5305 4.7230 1.9437 0.01
H 3.9654 8.2539 3.5890 0.09
H 4.6901 7.5857 4.9911 0.09
H 3.7848 9.1150 5.0473 0.09
C -3.6353 -2.4621 5.3978 -0.08
O -3.0325 -1.9800 4.1993 -0.21
P -3.2897 -0.5813 3.5093 0.35
O -2.1512 -0.1260 2.7024 -0.23
O -4.6225 -0.7963 2.6805 -0.20
C -5.2287 0.4002 2.1132 -0.06
O -3.6427 0.4327 4.6821 -0.23
C -2.5964 0.9719 5.4950 -0.07
H -4.2249 -3.3504 5.1707 0.09
H -4.3022 -1.7577 5.8915 0.09
H -2.8260 -2.7822 6.0504 0.09
H -4.9601 1.3126 2.6417 0.08
H -6.3121 0.3475 2.0799 0.09
H -4.8128 0.4088 1.1084 0.09
H -2.9428 0.9927 6.5265 0.09
H -2.4049 1.9990 5.1837 0.09
H -1.6864 0.3813 5.3925 0.08
C 2.7782 0.3341 -1.2207 -0.14
O 3.8106 -0.3742 -1.9156 -0.21
P 3.6905 -0.5485 -3.5066 0.42
O 4.8759 -0.9358 -4.2763 -0.23
O 2.4799 -1.6354 -3.5376 -0.22
C 2.7905 -3.0000 -3.7295 -0.11
O 2.9718 0.7644 -4.0879 -0.23
C 3.8597 1.8775 -4.2643 -0.10
H 1.8353 0.4007 -1.7654 0.04
H 3.1889 1.3097 -0.9746 0.02
H 2.4938 -0.2018 -0.3156 0.07
H 2.5501 -3.4279 -4.7054 0.08
H 2.3039 -3.5930 -2.9551 0.08
H 3.8657 -3.1845 -3.6430 0.08
H 4.9153 1.6791 -4.4451 0.09
H 3.7547 2.5064 -3.3764 0.09
H 3.5130 2.4365 -5.1336 0.09
C -1.5974 -1.4368 -3.0782 -0.08
O -1.3134 -2.5657 -3.9330 -0.24
P -2.0396 -2.5220 -5.3723 0.39
O -1.8713 -1.3088 -6.1716 -0.21
O -1.5165 -3.8963 -5.9501 -0.19
C -0.5264 -3.9688 -6.9554 -0.10
O -3.5436 -2.8089 -4.8848 -0.21
C -4.6279 -2.4355 -5.7193 -0.11
H -2.1413 -1.8739 -2.2414 0.08
H -2.1384 -0.6212 -3.5633 0.07
H -0.6576 -0.9721 -2.7776 0.06
H -0.3212 -2.9763 -7.3727 0.08
H -0.7868 -4.6000 -7.8003 0.09
H 0.4656 -4.2374 -6.5872 0.08
H -4.7569 -3.1761 -6.5167 0.09
H -4.3575 -1.5394 -6.2899 0.08
H -5.5887 -2.2389 -5.2547 0.09
C 3.9431 -3.7999 6.0400 -0.10
O 3.5176 -4.1020 4.7103 -0.22
P 2.7953 -2.9671 3.8053 0.38
O 3.6213 -1.7893 3.4991 -0.26
O 2.2676 -3.8085 2.5704 -0.21
C 3.2262 -4.2961 1.6073 -0.07
O 1.4942 -2.5914 4.6592 -0.21
C 0.6230 -1.5694 4.1642 -0.10
H 3.9484 -4.7099 6.6307 0.09
H 3.4338 -2.9239 6.4408 0.08
H 4.9868 -3.4697 5.9532 0.09
H 4.2333 -3.9512 1.8189 0.09
H 2.8418 -3.9990 0.6359 0.07
H 3.1819 -5.3839 1.5490 0.09
H 0.6476 -1.3815 3.0898 0.08
H 0.8244 -0.6271 4.6713 0.09
H -0.3891 -1.9144 4.3681 0.07
C -1.8305 -6.5178 -2.5264 -0.06
C -1.5182 -5.0316 -2.4703 -0.22
O -1.7583 -4.5291 -1.1559 -0.01
C -0.7580 -4.1243 -0.3769 -0.54
C -1.2568 -3.1140 0.6024 -0.01
O 0.4005 -4.4190 -0.5013 0.11
H -1.4685 -7.1777 -1.7428 0.08
H -1.4444 -6.9210 -3.4727 0.08
H -2.8932 -6.6861 -2.7209 0.07
H -0.5462 -4.7456 -2.8637 0.12
H -2.2607 -4.5290 -3.0831 0.10
H -2.0522 -2.4725 0.2257 0.06
H -0.4234 -2.4682 0.8624 0.04
H -1.6979 -3.5738 1.4897 0.09
C -0.1091 2.2407 -3.4736 -0.06
C -0.8840 3.5257 -3.7335 -0.19
O -1.7581 3.5214 -4.8697 0.01
C -2.7908 2.6837 -4.8444 -0.54
C -3.7466 2.9077 -6.0085 0.03
O -2.9599 1.8017 -4.0436 0.09
H 0.3125 2.2312 -2.4623 0.02
H 0.7142 1.9856 -4.1330 0.07
H -0.8214 1.4319 -3.3015 0.05
H -1.4645 3.8263 -2.8602 0.12
H -0.1781 4.3484 -3.8378 0.12
H -4.2529 3.8508 -5.7944 0.09
H -4.4858 2.1151 -5.9943 0.08
H -3.1825 2.9694 -6.9347 0.09
Cl 0.4446 2.8271 0.2400 0.56
C -0.4886 1.4715 0.9477 -0.95
Cl -0.5020 0.0513 -0.1207 0.63
H -0.1065 1.1314 1.9014 -0.01
H -1.5147 1.8004 1.0393 0.02
Cl 4.7215 2.5352 0.7850 0.54
C 4.3892 2.1069 2.4635 -0.98
Cl 2.7973 1.3448 2.5019 0.53
H 5.1289 1.3941 2.8118 0.03
H 4.4304 3.0240 3.0407 0.03
```

- SMILES string = COP(=O)(OC)OC.COP(=O)(OC)OC.COP(=O)(OC)OC.COP(=O)(OC)OC.COP(=O)(OC)OC.CCOC(C)=O.CCOC(C)=O.ClCCl.ClCCl
- highest occupied orbital energy (hartree) = -0.36573
- energy (eV) = -172663.7871
- HOMO-LUMO gap (eV) = 10.1
- LUMO energy (eV) = 0.12
- 2S+1 = 1


Record 2
A cluster of 7 separate species, C25H65N3O9 in total. Source: the Open Molecules 2025 dataset; level of theory: the ωB97M-V functional and the def2-TZVPD basis.

```
102
Properties=species:S:1:pos:R:3:lowdin_charge:R:1
C 2.5338 -0.3568 0.8576 -0.02
C 2.5963 0.6718 -0.2803 -0.51
C 1.5238 0.3213 -1.3190 -0.02
C 2.2620 2.0319 0.3466 -0.14
C 2.6028 3.1998 -0.5699 -0.17
C 4.0886 3.1255 -0.9075 -0.13
C 4.4686 1.7984 -1.5987 -0.53
C 3.9654 1.8387 -3.0517 -0.02
C 5.9946 1.7387 -1.6062 -0.04
N 3.9539 0.6942 -0.8009 -0.08
O 4.2246 -0.5331 -1.4737 -0.03
H 3.2682 -0.0988 1.6199 0.09
H 1.5249 -0.3714 1.2726 0.07
H 2.7385 -1.3697 0.5022 0.07
H 0.5611 0.1083 -0.8558 0.05
H 1.4093 1.0694 -2.1032 0.07
H 1.7985 -0.5862 -1.8670 0.07
H 1.1851 2.0336 0.5348 0.10
H 2.7969 2.1360 1.2936 0.12
H 2.0081 3.1300 -1.4821 0.10
H 2.3510 4.1235 -0.0469 0.11
H 4.6424 3.2017 0.0311 0.12
H 4.3620 3.9135 -1.6096 0.12
H 4.5627 2.5693 -3.5983 0.09
H 2.9095 2.0919 -3.0993 0.06
H 4.0783 0.8826 -3.5661 0.08
H 6.3819 2.6141 -2.1316 0.08
H 6.3541 0.8483 -2.1246 0.08
H 6.3986 1.7671 -0.5938 0.08
H 4.8831 -0.9619 -0.9174 0.11
C 3.4288 -2.9081 -6.3111 -0.11
O 3.8155 -2.7390 -4.9581 -0.19
C 2.7206 -2.5957 -4.0775 -0.24
C 2.0859 -3.9299 -3.7291 -0.21
N 0.9925 -3.7564 -2.7828 -0.05
C 1.4336 -3.6704 -1.3994 -0.21
C 0.2656 -3.3684 -0.5094 -0.25
O -0.5516 -4.5138 -0.4518 -0.18
C -1.7957 -4.2703 0.1632 -0.11
H 2.7931 -2.0736 -6.6264 0.09
H 2.9008 -3.8539 -6.4603 0.08
H 4.3414 -2.9111 -6.9011 0.09
H 1.9649 -1.9106 -4.4874 0.12
H 3.1157 -2.1147 -3.1807 0.10
H 2.8594 -4.6074 -3.3391 0.13
H 1.6734 -4.3573 -4.6457 0.11
H 0.3297 -4.5154 -2.8574 0.11
H 2.1959 -2.9012 -1.2700 0.10
H 1.8683 -4.6317 -1.0776 0.13
H -0.2725 -2.5082 -0.9339 0.10
H 0.5857 -3.0362 0.4918 0.13
H -2.3237 -3.4416 -0.3187 0.08
H -1.6811 -4.0316 1.2314 0.08
H -2.3750 -5.1909 0.1103 0.09
C -2.4221 -1.1399 6.5901 -0.11
O -2.3373 0.0357 5.8281 -0.19
C -1.3276 -0.0264 4.8503 -0.24
C -1.2605 1.3185 4.1571 -0.19
N -2.5059 1.5569 3.4312 -0.06
C -2.6446 2.9372 2.9886 -0.20
C -4.0598 3.2126 2.5255 -0.23
O -4.9409 2.9205 3.5862 -0.19
C -6.2049 3.5094 3.4020 -0.11
H -3.2650 -1.0612 7.2737 0.09
H -1.5233 -1.2908 7.2051 0.09
H -2.5584 -2.0222 5.9526 0.09
H -1.5753 -0.8060 4.1112 0.12
H -0.3466 -0.2890 5.2692 0.13
H -0.3966 1.3102 3.4838 0.12
H -1.0691 2.0982 4.9097 0.13
H -3.2433 1.3629 4.1052 0.11
H -1.9843 3.1722 2.1501 0.12
H -2.4411 3.6422 3.8114 0.13
H -4.2914 2.6024 1.6424 0.12
H -4.1238 4.2695 2.2386 0.13
H -6.1290 4.6014 3.4335 0.09
H -6.8596 3.1605 4.1982 0.09
H -6.6518 3.1982 2.4492 0.09
C -1.6816 -0.6042 0.7799 -0.13
O -2.7184 0.3661 0.8356 -0.15
H -1.8781 -1.3894 1.5138 0.07
H -1.7166 -0.9957 -0.2363 0.06
H -0.6742 -0.1973 0.9116 0.06
H -2.5821 0.9057 1.6389 0.03
C -1.3279 2.9700 -0.9277 -0.16
O -2.6749 2.8308 -0.5024 -0.14
H -1.3003 3.2868 -1.9791 0.08
H -0.8000 3.7462 -0.3664 0.07
H -0.7996 2.0141 -0.9208 0.05
H -2.7453 1.9199 -0.1725 0.02
C -1.5804 -0.1007 -3.6491 -0.16
O -1.9222 0.8325 -4.6611 -0.12
H -2.0472 -1.0751 -3.8265 0.08
H -0.5077 -0.2922 -3.6612 0.07
H -1.8467 0.2872 -2.6599 0.06
H -2.8765 0.8282 -4.7685 0.07
C -4.5963 -1.5696 2.8340 -0.15
O -3.8303 -2.7636 2.8761 -0.13
H -4.9046 -1.2905 1.8248 0.08
H -5.4560 -1.5842 3.5099 0.08
H -3.9362 -0.7720 3.1767 0.05
H -4.2346 -3.4203 2.3036 0.07
```

- SMILES string = CC1(C)CCCC(C)(C)N1O.COCCNCCOC.COCCNCCOC.CO.CO.CO.CO
- highest occupied orbital energy (hartree) = -0.31640
- energy (eV) = -49872.5175
- HOMO-LUMO gap (eV) = 9.3
- LUMO energy (eV) = 0.65
- 2S+1 = 1